i.
ORCA calculation (ωB97M-V with the def2-TZVPD basis set) on C3H6OS2 in the gas phase.

SMILES string	C1OCSCS1
multiplicity	1
E_HOMO	-8.28	eV
frontier orbital gap	0.3311	Eh

Cartesian coordinates (Å):
C1 -0.656 -1.301 0.349
O1 0.662 -0.723 0.675
C2 1.314 -0.245 -0.463
S1 0.353 1.142 -1.325
C3 -0.541 1.547 0.152
S2 -1.788 0.131 0.365
H1 -1.193 -1.910 1.296
H2 -0.547 -1.840 -0.654
H3 2.273 0.127 -0.094
H4 1.431 -1.060 -1.273
H5 -0.028 1.716 1.118
H6 -1.280 2.414 -0.146



ii.
ORCA calculation (ωB97M-V with the def2-TZVPD basis set) on C3H6OS2 in the gas phase.

SMILES string	COCC(=S)S
multiplicity	1
E_HOMO	-8.86	eV
frontier orbital gap	0.3108	Eh

Cartesian coordinates (Å):
C1 0.016 -1.102 -1.442
O1 0.055 -0.734 -0.082
C2 -0.343 0.637 0.053
C3 -0.123 1.102 1.475
S1 -0.908 2.434 1.965
S2 1.138 0.360 2.364
H1 0.931 -0.681 -1.961
H2 -0.902 -0.888 -2.026
H3 0.172 -2.191 -1.344
H4 -1.381 0.830 -0.255
H5 0.348 1.141 -0.678
H6 0.998 -0.908 1.929



It is ii that is the most stable of them.



i.
ORCA calculation (ωB97M-V with the def2-TZVPD basis set) on C3H6OS2 in the gas phase.

SMILES string	CSC(=S)CO
multiplicity	1
E_HOMO	-8.85	eV
frontier orbital gap	0.3130	Eh

Cartesian coordinates (Å):
C1 -1.940 -0.346 -0.114
S1 -0.800 -1.647 -0.291
C2 0.875 -0.888 0.012
S2 2.237 -1.712 -0.179
C3 0.844 0.578 0.563
O1 1.137 1.372 -0.755
H1 -2.852 -0.840 -0.332
H2 -1.838 0.347 -1.041
H3 -1.851 0.208 0.938
H4 1.930 0.690 0.941
H5 -0.036 0.844 1.147
H6 2.294 1.392 -0.888



ii.
ORCA calculation (ωB97M-V with the def2-TZVPD basis set) on C3H6OS2 in the gas phase.

SMILES string	C=CC(O)(S)S
multiplicity	1
E_HOMO	-9.29	eV
frontier orbital gap	0.3615	Eh

Cartesian coordinates (Å):
C1 1.136 0.401 1.563
C2 1.117 0.327 0.235
C3 -0.274 -0.091 -0.542
O1 -0.288 -0.361 -1.859
S1 -1.169 -1.595 0.415
S2 -1.176 1.426 -0.089
H1 1.913 0.793 2.075
H2 0.406 -0.104 2.110
H3 1.838 0.836 -0.368
H4 -1.190 -0.531 -2.208
H5 -0.351 -2.543 -0.096
H6 -1.963 1.441 -1.235



It is ii that is the most stable of them.



i.
ORCA calculation (ωB97M-V with the def2-TZVPD basis set) on C4H8BrCl in the gas phase.

SMILES string	CC(C)(Cl)CBr
multiplicity	1
E_HOMO	-10.49	eV
frontier orbital gap	0.4104	Eh

Cartesian coordinates (Å):
C1 -0.406 0.410 1.231
C2 -0.260 -0.416 -0.062
C3 -0.423 0.477 -1.275
Cl1 -1.700 -1.542 0.000
C4 0.979 -1.256 0.132
Br1 2.723 -0.317 -0.015
H1 -1.018 -0.061 1.914
H2 0.527 0.467 1.724
H3 -0.842 1.490 1.078
H4 -0.002 0.063 -2.080
H5 -1.473 0.654 -1.300
H6 0.101 1.374 -1.061
H7 1.023 -1.576 1.198
H8 0.876 -2.161 -0.438



ii.
ORCA calculation (ωB97M-V with the def2-TZVPD basis set) on C4H8BrCl in the gas phase.

SMILES string	CC(C)(Cl)CBr
multiplicity	1
E_HOMO	-10.17	eV
frontier orbital gap	0.4007	Eh

Cartesian coordinates (Å):
C1 0.774 0.585 -1.201
C2 0.360 -0.232 0.013
C3 0.308 0.697 1.219
Cl1 1.560 -1.500 0.423
C4 -1.113 -1.124 -0.165
Br1 -2.752 -0.123 0.423
H1 1.193 1.561 -0.998
H2 1.424 -0.104 -1.708
H3 -0.151 0.625 -1.724
H4 1.252 1.121 1.504
H5 -0.188 1.547 0.622
H6 -0.239 0.452 2.072
H7 -1.246 -1.635 -1.118
H8 -1.183 -1.870 0.638



It is i that is the most stable of them.



i.
ORCA calculation (ωB97M-V with the def2-TZVPD basis set) on a gas-phase ion, C6H8N (charge +1).

multiplicity	1
E_HOMO (alpha / beta)	-12.53 / -12.44	eV
total charge	+1
frontier orbital gap (alpha / beta)	0.2618 / 0.2548	Eh

Cartesian coordinates (Å):
C1 -2.099 1.670 -0.763
C2 1.448 0.274 -0.252
C3 2.051 0.769 0.749
C4 0.658 -0.402 -1.238
C5 -0.666 -0.265 -0.399
C6 -0.882 -1.240 0.732
N1 -1.336 0.821 -0.455
H1 -2.680 2.490 -0.367
H2 1.515 1.127 1.750
H3 3.191 0.790 0.867
H4 0.580 0.044 -2.269
H5 1.017 -1.524 -1.235
H6 0.096 -1.434 1.141
H7 -1.339 -2.222 0.259
H8 -1.555 -0.897 1.480



ii.
ORCA calculation (ωB97M-V with the def2-TZVPD basis set) on a gas-phase ion, C6H8N (charge +1).

SMILES string	C[C@@H]1C=[N+]=C=CC1
multiplicity	1
E_HOMO (alpha / beta)	-14.85 / -14.85	eV
total charge	+1
frontier orbital gap (alpha / beta)	0.3064 / 0.3064	Eh

Cartesian coordinates (Å):
C1 0.818 -1.025 -0.083
C2 -0.223 -0.275 0.674
C3 -1.318 -1.252 0.332
N1 -2.146 -0.770 -0.492
C4 -2.506 0.437 -0.533
C5 -1.988 1.300 0.277
C6 -0.556 1.108 0.271
H1 0.343 -1.214 -1.034
H2 1.098 -1.994 0.424
H3 1.779 -0.545 -0.243
H4 0.143 -0.162 1.727
H5 -1.346 -2.233 0.766
H6 -2.510 2.124 0.776
H7 -0.074 1.323 -0.752
H8 -0.230 1.874 0.980



It is ii that is the most stable of them.



i.
ORCA calculation (ωB97M-V with the def2-TZVPD basis set) on a gas-phase ion, C6H8N (charge +1).

SMILES string	C[NH2+]C=C=C1C=C1
multiplicity	1
E_HOMO	-13.14	eV
total charge	+1
frontier orbital gap	0.3502	Eh

Cartesian coordinates (Å):
C1 0.322 0.183 -2.191
N1 -0.539 0.789 -1.078
C2 -1.117 -0.261 -0.104
C3 -0.267 -1.064 0.507
C4 0.686 -0.849 1.362
C5 1.215 -0.781 2.708
C6 0.313 0.136 2.381
H1 0.534 0.829 -2.989
H2 1.170 -0.310 -1.722
H3 -0.337 -0.750 -2.585
H4 -1.411 1.252 -1.599
H5 -0.106 1.479 -0.450
H6 -2.153 -0.431 -0.330
H7 2.091 -0.972 3.271
H8 -0.401 0.751 2.818



ii.
ORCA calculation (ωB97M-V with the def2-TZVPD basis set) on a molecular structure, C6H8N.

multiplicity	1
E_HOMO	-14.38	eV
total charge	+1
frontier orbital gap	0.3155	Eh

Cartesian coordinates (Å):
C1 -0.518 -1.891 -0.524
C2 0.654 -2.209 -1.069
C3 -0.173 0.284 1.120
C4 -0.297 2.489 -0.043
C5 -0.863 1.325 0.209
C6 0.194 -0.754 0.200
N1 1.325 -1.057 -0.395
H1 -1.517 -2.270 -0.523
H2 1.111 -2.944 -1.700
H3 0.695 0.730 1.611
H4 -0.910 -0.046 1.854
H5 -0.817 3.264 -0.582
H6 0.692 2.740 0.309
H7 -1.847 1.050 -0.138
H8 2.271 -0.712 -0.329



It is ii that is the most stable of them.



i.
ORCA calculation (ωB97M-V with the def2-TZVPD basis set) on 2 unconnected molecules or ions with the total composition C7H16O2.

SMILES string	CC(=O)C(C)C.CCO
multiplicity	1
E_HOMO	-9.42	eV
frontier orbital gap	0.3755	Eh

Cartesian coordinates (Å):
C1 -0.736 1.101 -1.566
C2 -0.086 1.265 -0.215
O1 -0.589 2.007 0.632
C3 1.509 0.997 -0.135
C4 1.920 0.617 1.284
C5 2.105 0.041 -1.159
H1 -0.676 2.041 -2.120
H2 -0.281 0.307 -2.156
H3 -1.787 0.840 -1.408
H4 1.920 1.991 -0.345
H5 1.452 1.279 2.020
H6 3.008 0.644 1.402
H7 1.611 -0.409 1.512
H8 1.654 -0.954 -1.091
H9 1.975 0.416 -2.178
H10 3.185 -0.070 -1.010
C6 -2.599 -1.155 1.085
C7 -1.120 -1.358 0.854
O2 -0.865 -2.113 -0.319
H11 -3.085 -2.113 1.298
H12 -2.776 -0.473 1.920
H13 -3.090 -0.752 0.193
H14 -0.658 -1.874 1.700
H15 -0.457 -0.395 0.781
H16 -1.534 -1.879 -0.981



ii.
ORCA calculation (ωB97M-V with the def2-TZVPD basis set) on 3 unconnected molecules or ions with the total composition C7H16O2.

multiplicity	1
E_HOMO	-7.70	eV
frontier orbital gap	0.3078	Eh

Cartesian coordinates (Å):
C1 -0.379 0.705 -0.614
C2 0.683 0.002 1.431
C3 0.786 -0.756 0.250
C4 -0.467 0.083 -2.001
C5 0.386 2.015 -0.675
C6 -1.754 0.859 -0.002
C7 0.087 -2.083 0.126
O1 2.067 -1.378 1.905
O2 -0.268 -0.180 2.360
H1 -0.472 -1.125 2.419
H2 2.870 -0.900 2.150
H3 1.170 0.964 1.518
H4 1.662 -0.566 -0.353
H5 0.518 -0.089 -2.438
H6 -1.000 0.768 -2.672
H7 -1.013 -0.859 -1.999
H8 0.336 2.571 0.262
H9 1.436 1.856 -0.933
H10 -0.037 2.664 -1.451
H11 -1.723 1.344 0.973
H12 -2.387 1.474 -0.653
H13 -2.258 -0.103 0.110
H14 -0.995 -1.975 0.222
H15 0.298 -2.541 -0.838
H16 0.454 -2.750 0.906



It is i that is the most stable of them.



i.
ORCA calculation (ωB97M-V with the def2-TZVPD basis set) on a gas-phase ion, C5H12NO2 (charge +1).

SMILES string	CC(C)[C@H]([NH3+])C(=O)O
multiplicity	1
E_HOMO	-14.73	eV
total charge	+1
frontier orbital gap	0.3987	Eh

Cartesian coordinates (Å):
C1 1.670 -0.710 1.058
C2 0.441 0.254 0.716
C3 -0.614 0.305 1.809
C4 0.165 -0.045 -0.789
N1 0.017 1.148 -1.680
C5 -1.095 -0.972 -0.804
O1 -1.259 -1.926 -0.189
O2 -1.934 -0.424 -1.607
H1 1.522 -1.673 1.570
H2 2.451 -0.364 1.702
H3 2.157 -0.872 -0.054
H4 1.019 1.231 0.887
H5 -1.484 1.012 1.636
H6 0.006 0.684 2.706
H7 -0.996 -0.711 1.844
H8 0.889 -0.697 -1.262
H9 0.736 1.165 -2.501
H10 0.234 2.051 -1.301
H11 -0.981 1.331 -2.151
H12 -2.942 -0.786 -1.588



ii.
ORCA calculation (ωB97M-V with the def2-TZVPD basis set) on 2 unconnected molecules or ions with the total composition C5H12NO2.

multiplicity	1
E_HOMO	-13.55	eV
total charge	+1
frontier orbital gap	0.3713	Eh

Cartesian coordinates (Å):
O1 -0.869 -1.089 -2.377
C1 -0.873 -0.999 -1.176
C2 0.444 -1.165 -0.416
C3 0.679 0.234 0.176
C4 0.762 0.204 1.685
C5 -0.069 0.766 2.541
N1 1.459 -1.499 -1.492
H1 -1.783 -0.874 -0.574
H2 0.501 -2.016 0.256
H3 -0.023 1.068 -0.044
H4 1.455 0.767 -0.398
H5 1.642 -0.373 1.968
H6 -1.006 1.287 2.382
H7 0.195 0.817 3.592
H8 1.305 -2.461 -1.780
H9 2.446 -1.406 -1.245
H10 1.275 -0.978 -2.362
H11 -2.168 3.021 0.276
H12 -3.058 2.479 -0.786
O2 -2.314 2.215 -0.226



iii.
ORCA calculation (ωB97M-V with the def2-TZVPD basis set) on 2 unconnected molecules or ions with the total composition C5H12NO2.

multiplicity	1
E_HOMO (alpha / beta)	-11.75 / -11.74	eV
total charge	+1
frontier orbital gap (alpha / beta)	0.2573 / 0.2573	Eh

Cartesian coordinates (Å):
C1 0.086 -0.069 0.811
C2 -0.071 1.327 1.198
C3 2.195 0.234 -0.422
C4 -1.739 -0.097 -0.928
C5 1.128 -0.709 0.158
N1 -2.330 -1.253 -0.852
O1 -0.719 -0.805 1.515
O2 1.142 -2.063 -0.102
H1 -0.251 1.944 0.312
H2 0.865 1.675 1.660
H3 -0.941 1.324 1.874
H4 1.829 1.148 -0.806
H5 2.690 -0.259 -1.175
H6 2.870 0.547 0.334
H7 -2.046 0.879 -0.417
H8 -0.954 -0.056 -1.698
H9 -0.566 -1.663 1.291
H10 -2.141 -1.970 -1.483
H11 -3.151 -1.482 -0.169
H12 2.100 -2.288 -0.399



iv.
ORCA calculation (ωB97M-V with the def2-TZVPD basis set) on 2 unconnected molecules or ions with the total composition C5H12NO2.

multiplicity	1
E_HOMO	-14.09	eV
total charge	+1
frontier orbital gap	0.3761	Eh

Cartesian coordinates (Å):
C1 -0.717 0.444 2.312
C2 -1.017 0.924 1.176
C3 1.171 -1.124 0.563
C4 -0.768 -1.173 -0.814
C5 0.804 0.633 -1.140
N1 0.150 -0.374 -0.164
O1 -1.683 1.644 0.399
O2 -0.101 1.510 -1.664
H1 -0.980 1.092 3.171
H2 -0.188 -0.426 2.615
H3 1.850 -1.493 -0.216
H4 1.800 -0.474 1.248
H5 0.704 -1.912 0.969
H6 -0.307 -1.815 -1.469
H7 -1.254 -1.870 -0.135
H8 -1.389 -0.522 -1.406
H9 1.372 0.015 -1.830
H10 1.631 1.245 -0.633
H11 -1.173 1.826 -0.434
H12 0.095 1.850 -2.548



It is ii that is the most stable of them.